Entry 1:
C12H7IKN3 as an isolated structure in a non-equilibrium geometry. Source: the OMol25 dataset; level of theory: the ωB97M-V functional and the def2-TZVPD basis.

Summary:
Highest occupied orbital energy (Ha): -0.2841
Gap between HOMO and LUMO (Eh): 0.262

Structure (XYZ):
```
24
Properties=species:S:1:pos:R:3:forces:R:3:mulliken_charge:R:1
K -2.29509 -1.66866 0.32508 -0.2 0.1 0.1 0.8526
I -2.02816 0.34644 6.93804 0.0 -0.2 -0.3 0.1418
C -1.87077 -0.86148 5.25297 0.2 0.0 0.6 -0.2980
C -1.36307 -2.14150 5.19007 -0.1 0.0 -0.8 -0.3713
N -1.45500 -2.52605 3.88571 -0.2 0.5 0.6 0.0359
N -2.01036 -1.55183 3.14108 0.5 -0.8 -1.2 -0.2538
C -2.24393 -0.54305 3.93783 0.0 -0.3 0.4 -0.3321
H -0.98609 -2.82425 5.91969 0.2 0.0 0.4 0.4484
H -1.02750 -3.33840 3.44597 -0.4 0.4 0.2 0.2160
H -2.65305 0.34908 3.51731 -0.2 0.4 0.1 0.4460
N 2.45517 4.00130 -5.33071 0.3 0.3 -0.4 -0.5090
C 2.15837 3.10660 -4.67945 -0.3 0.2 -0.1 0.0722
C 1.69826 2.07800 -3.81088 0.5 -0.6 -0.9 0.5414
C 1.53845 0.77618 -4.27189 0.5 -0.7 -0.4 -0.5065
C 1.17274 -0.23595 -3.40921 -0.5 0.4 -1.4 -0.4946
C 0.84781 0.07411 -2.11340 0.0 -1.0 0.9 0.6692
C 1.05643 1.35358 -1.64675 -0.1 0.8 -0.2 -0.5776
C 1.49081 2.36932 -2.49573 -0.7 0.2 1.4 -0.4548
C 0.35428 -0.98370 -1.28061 0.1 0.4 0.0 0.0329
C 0.03613 -1.98148 -0.64020 0.1 -0.4 0.2 -1.3713
H 1.77438 0.52095 -5.29644 -0.1 0.2 -0.1 0.4013
H 0.96348 -1.23178 -3.76450 0.3 -0.1 -0.1 0.4341
H 0.79776 1.50333 -0.62464 0.1 0.5 0.6 0.4702
H 1.58892 3.40923 -2.18932 0.1 -0.3 0.3 0.4072
```
Positions in Å, forces in eV/Å.

Entry 2:
C12H7N3O2PdSe4 as an isolated structure. Source: the OMol25 dataset; level of theory: the ωB97M-V functional and the def2-TZVPD basis.

Summary:
Relative energy (zero: lowest compared OMol25 entry of this formula, charge and spin) (kJ/mol): 0.0
Net charge: +2
Highest occupied orbital energy (alpha / beta) (Ha): -0.5730 / -0.5730
Gap between HOMO and LUMO (alpha / beta) (Eh): 0.198 / 0.198

Structure (XYZ):
```
29
Properties=species:S:1:pos:R:3:forces:R:3:mulliken_charge:R:1
Pd -0.18933 0.97382 0.38747 -0.1 -0.1 0.0 0.7312
O 3.10939 -0.27532 6.45246 0.2 0.1 0.1 -0.5684
N 3.77405 -0.64232 5.50709 -0.1 -0.2 -0.1 0.9676
O 4.83111 -1.21849 5.55155 0.0 0.1 0.0 -0.5309
C 3.22727 -0.34686 4.15733 0.1 0.1 0.0 -0.1215
C 4.11688 -0.26165 3.15224 0.0 0.0 0.0 -0.9720
C 3.68988 0.07885 1.82980 0.0 0.0 0.0 1.4435
C 4.58204 0.18125 0.74772 0.0 0.0 0.0 -0.4534
C 4.09106 0.51085 -0.48916 0.0 0.0 0.0 -1.0399
C 2.72306 0.73982 -0.63650 0.0 0.0 0.0 0.0524
N 1.86148 0.65255 0.36786 0.0 0.1 0.1 -0.2539
C 2.33657 0.32213 1.60077 -0.1 0.0 0.0 -0.3715
C 1.39636 0.20933 2.67601 0.0 0.0 -0.1 -0.1102
N 0.08603 0.42991 2.36941 0.0 0.0 0.0 -0.3244
C -0.82535 0.28361 3.31926 0.1 0.0 0.0 0.0078
C -0.49491 -0.08906 4.61920 0.0 0.0 0.0 -1.0583
C 0.81799 -0.29758 4.95208 -0.1 0.0 0.1 -0.3763
C 1.81497 -0.13695 3.96691 0.0 0.0 0.0 0.8363
H 5.16328 -0.44796 3.35324 0.0 0.0 0.0 0.5631
H 5.63827 -0.00137 0.89992 0.0 0.0 0.0 0.5078
H 4.73488 0.59884 -1.35219 0.0 0.0 0.0 0.4247
H 2.34177 1.00144 -1.61387 -0.1 0.0 0.0 0.2989
H -1.86274 0.45176 3.06493 0.0 0.0 0.0 0.3203
H -1.28066 -0.20947 5.35090 0.0 0.0 0.0 0.4264
H 1.09144 -0.58361 5.95644 -0.1 0.0 -0.1 0.5738
Se -2.52728 1.16927 0.73797 0.0 0.0 -0.1 0.3182
Se -3.71513 1.74319 -1.07653 0.1 0.0 -0.2 0.2142
Se -2.26173 1.98915 -2.75433 -0.1 0.0 0.2 0.2121
Se -0.22386 1.56926 -1.90877 0.0 0.0 0.0 0.2825
```
Positions in Å, forces in eV/Å.

Entry 3:
C12H8BCrF4N4S4 as an isolated structure. Source: the OMol25 dataset; level of theory: the ωB97M-V functional and the def2-TZVPD basis.

Summary:
Relative energy (zero: lowest compared OMol25 entry of this formula, charge and spin) (kJ/mol): 0.0
<S²>: 3.834
Highest occupied orbital energy (alpha / beta) (Ha): -0.2924 / -0.3022
Spin multiplicity: 4
Gap between HOMO and LUMO (alpha / beta) (Eh): 0.247 / 0.265

Structure (XYZ):
```
34
Properties=species:S:1:pos:R:3:forces:R:3:mulliken_spin:R:1
Cr -0.11842 -0.19770 -0.21673 0.0 -0.2 -0.3 3.2017
C 3.21430 1.34698 0.12119 -0.1 0.0 0.0 0.0080
C 1.96765 2.15511 0.06506 -0.1 -0.1 0.0 0.0190
N 0.72706 1.70876 -0.00396 0.3 0.0 0.0 -0.0666
C -0.18841 2.73970 0.06509 0.1 0.3 -0.1 0.0062
C 0.35146 3.98380 0.12002 -0.1 -0.2 0.0 -0.0012
S 2.05296 3.85786 0.14741 -0.1 0.0 0.0 0.0023
C -1.58467 2.35089 0.17911 -0.3 0.3 -0.1 -0.0045
C -2.68274 3.14780 0.24831 0.2 -0.3 0.0 -0.0007
S -4.06026 2.17540 0.52166 0.0 0.1 -0.1 0.0035
C -3.11105 0.76133 0.49363 0.0 -0.2 0.1 0.0084
N -1.83396 0.99949 0.30054 -0.1 -0.1 0.2 0.0020
C -3.73976 -0.56798 0.72405 0.1 0.0 0.1 0.0002
H 3.10463 0.55458 0.86318 0.0 0.0 0.0 -0.0011
H 4.05734 1.98150 0.38770 0.0 0.0 0.0 0.0004
H 3.39494 0.87889 -0.84397 0.1 0.0 0.0 -0.0013
H -0.15906 4.92752 0.19778 0.0 0.0 0.0 -0.0001
H -2.73900 4.21938 0.17396 0.0 0.0 0.0 -0.0001
H -4.72693 -0.43717 1.16308 0.0 0.0 0.0 0.0003
H -3.11953 -1.15736 1.39896 0.0 0.0 0.0 0.0012
H -3.83596 -1.11623 -0.21088 0.0 0.0 0.0 0.0006
S 1.62408 -1.06085 -1.45719 0.0 -0.2 0.1 -0.0993
C 2.48698 -2.00380 -0.27318 -0.4 0.3 0.4 0.0090
C 3.59884 -2.74324 -0.75547 0.4 -0.3 -0.1 0.0078
N 4.51903 -3.30821 -1.15139 0.0 0.0 0.0 0.0018
C 2.14710 -2.01815 1.03919 -0.1 0.2 -0.5 0.0214
S 0.82733 -1.06818 1.68534 -0.2 0.2 0.0 -0.1254
C 2.86934 -2.77898 1.99418 0.3 -0.2 0.2 0.0107
N 3.46030 -3.36507 2.78810 0.0 0.0 0.0 0.0001
F -0.92495 -2.57762 -2.69576 0.0 0.0 0.0 -0.0001
B -1.63079 -1.68335 -1.98118 -0.1 -0.4 0.1 0.0067
F -1.16418 -0.33983 -2.17392 0.2 0.7 0.0 -0.0003
F -2.98511 -1.76943 -2.12194 0.0 0.1 0.0 0.0001
F -1.30303 -1.79879 -0.51010 0.0 -0.2 0.0 -0.0109
```
Positions in Å, forces in eV/Å.

Entry 4:
A 2-piece molecular cluster, C12H8BrN overall in a non-equilibrium geometry. Source: the OMol25 dataset; level of theory: the ωB97M-V functional and the def2-TZVPD basis.

Summary:
Relative energy (zero: lowest compared OMol25 entry of this formula, charge and spin) (kJ/mol): 443.8
Highest occupied orbital energy (alpha / beta) (Ha): -0.3178 / -0.3094
Gap between HOMO and LUMO (alpha / beta) (Eh): 0.272 / 0.186

Structure (XYZ):
```
22
Properties=species:S:1:pos:R:3:forces:R:3:mulliken_charge:R:1
C -2.63320 0.89983 -0.12119 -3.6 1.1 -0.1 0.1965
C -0.44651 -0.20607 -2.20662 1.5 3.2 0.3 -0.4560
C -0.85957 -1.40139 -1.53494 -0.7 -2.5 -4.5 -0.1335
C 0.57605 1.42042 2.09237 0.7 1.1 2.0 -0.3551
C 0.11848 0.28158 2.73258 1.5 -0.6 -1.0 -0.8135
C 0.72189 1.66576 0.72243 1.3 1.1 1.3 -0.3146
C -0.21721 -0.82818 1.90148 -1.3 -0.2 -0.3 -0.1130
C 0.02733 0.95896 -1.57854 -1.4 -2.1 0.0 -0.7085
C -0.97093 -1.77063 -0.29145 -0.2 0.8 3.8 -0.9418
C -0.15938 1.19500 -0.13196 -0.9 -1.0 -3.7 0.6955
C -0.91502 -0.69103 0.72418 0.9 -2.6 0.7 1.1349
C -1.39492 0.54464 0.26964 1.2 1.2 0.7 -0.4525
N -3.74612 1.26509 -0.26156 1.8 -0.6 -0.2 -0.5643
Br -3.76325 1.51634 -4.23692 0.0 0.0 0.1 -0.0081
H -0.29671 -0.19613 -3.32095 -0.4 -0.4 1.3 0.3354
H -1.06527 -2.24627 -2.25824 0.5 0.9 0.6 0.2469
H 1.10762 2.17101 2.70693 -0.3 -0.7 0.0 0.3283
H 0.53015 0.10018 3.73563 -0.7 0.2 -0.3 0.3317
H 1.66964 2.15739 0.45264 -0.7 -0.1 -0.3 0.3994
H 0.06829 -1.86719 2.05643 0.1 0.3 0.8 0.3879
H 0.47727 1.71120 -2.16406 0.6 0.7 -0.6 0.4333
H -1.07094 -2.78097 0.12070 0.0 0.2 -0.7 0.3712
```
Positions in Å, forces in eV/Å.

Entry 5:
C12H8Cl28I2NO2 as an isolated structure in a non-equilibrium geometry. Source: the OMol25 dataset; level of theory: the ωB97M-V functional and the def2-TZVPD basis.

Summary:
Net charge: -1
Highest occupied orbital energy (Ha): -0.1843
Gap between HOMO and LUMO (Eh): 0.233

Structure (XYZ):
```
53
Properties=species:S:1:pos:R:3:forces:R:3:mulliken_charge:R:1
C 2.00527 2.59743 4.08620 0.0 -0.8 0.1 -1.0534
C 1.90779 1.64085 2.85468 0.6 1.3 0.5 0.2438
I 2.62243 -0.31368 3.50976 -0.6 0.4 0.0 0.2000
C 2.64147 2.23219 1.62918 0.1 -1.2 -0.1 -1.0438
I 4.81651 1.98667 1.90375 -0.1 0.5 0.0 0.0063
C 2.27681 1.62236 0.22820 0.1 0.5 0.2 0.3683
N 1.43879 0.44359 0.23333 0.2 0.0 -0.3 -0.3486
C 1.56559 2.69052 -0.65884 -0.5 0.9 -0.3 0.0538
O 0.94716 3.64128 -0.09601 0.1 -0.4 0.8 -0.6300
O 1.64779 2.51744 -1.87726 0.4 -0.5 -0.3 -0.6925
H 0.99815 2.83197 4.44506 0.1 0.3 -0.2 0.2958
H 2.58340 3.49423 3.85673 -0.2 0.0 0.0 0.3251
H 2.49157 2.08200 4.91674 0.1 0.3 -0.1 0.3134
H 0.84960 1.52501 2.63145 0.2 -0.3 -0.2 -0.1871
H 2.51322 3.31536 1.59051 -0.2 -0.2 0.1 0.7440
H 3.21258 1.39317 -0.28103 -0.2 -0.2 -0.1 0.4970
H 0.57376 0.58240 0.73170 0.1 -0.2 0.0 0.0504
H 1.92567 -0.39373 0.50380 -0.1 0.0 0.3 0.0967
C 3.37468 -4.27805 1.72791 -0.1 0.2 -0.1 0.3176
Cl 4.68653 -4.53811 0.57142 -0.1 0.0 0.0 -0.0825
Cl 2.50432 -2.80985 1.30096 0.0 -0.6 -0.2 -0.1222
Cl 2.24733 -5.65698 1.69926 -0.3 0.4 0.0 -0.1432
Cl 4.04758 -4.11232 3.35643 0.0 -0.1 0.0 -0.1029
C -2.75245 0.34084 1.75327 0.2 0.0 0.0 0.2475
Cl -4.28846 1.03711 2.29629 0.0 0.0 0.0 -0.1317
Cl -2.13838 -0.76948 2.98908 0.0 0.0 0.0 -0.1102
Cl -3.00733 -0.54089 0.24370 0.0 0.0 0.1 -0.0282
Cl -1.57989 1.62946 1.48780 -0.2 0.1 -0.1 -0.0005
C 1.28458 5.89710 -3.53172 -0.1 -0.3 0.2 0.2479
Cl 2.64922 5.92129 -2.41184 0.0 0.0 0.0 -0.0687
Cl 0.01623 4.87416 -2.89011 0.1 0.1 -0.4 -0.0068
Cl 0.67739 7.55771 -3.75042 0.0 0.1 -0.1 -0.1037
Cl 1.82380 5.26974 -5.10124 0.0 0.0 0.0 -0.1350
C -5.86774 -1.80360 -2.68687 0.1 0.1 0.1 0.3777
Cl -6.48309 -1.98868 -4.34469 0.1 0.3 0.1 -0.1338
Cl -6.49808 -3.09445 -1.65695 0.0 0.1 0.0 -0.0847
Cl -4.10546 -1.87791 -2.70953 0.0 0.0 -0.1 -0.0762
Cl -6.38449 -0.24120 -2.04650 0.0 0.0 0.0 -0.0934
C -1.11343 8.39577 -0.12990 0.1 -0.3 0.0 0.2341
Cl -0.53257 6.76538 -0.42143 0.0 0.2 0.3 0.1319
Cl -2.17405 8.90118 -1.45823 0.0 0.0 0.0 -0.1135
Cl -2.02366 8.44966 1.39269 0.0 0.1 0.0 -0.1348
Cl 0.26063 9.51025 -0.02691 0.0 0.0 0.0 -0.1136
C 5.55743 -8.80602 1.02575 -0.1 0.0 0.1 0.3096
Cl 6.41079 -8.07293 -0.33895 0.0 0.0 0.0 -0.1044
Cl 4.19388 -7.78027 1.48469 0.5 -0.5 -0.1 0.0077
Cl 4.96671 -10.40882 0.55708 0.0 0.0 0.0 -0.1126
Cl 6.66785 -8.96682 2.39520 0.0 0.0 0.0 -0.1086
C -7.88660 -6.53678 -4.19818 0.0 0.0 -0.1 0.3149
Cl -7.82874 -6.88420 -2.46427 0.0 0.0 0.0 -0.1062
Cl -7.34345 -4.88090 -4.48217 -0.1 -0.4 0.0 0.0008
Cl -6.83078 -7.66549 -5.05938 0.0 0.0 0.0 -0.1041
Cl -9.54788 -6.72494 -4.78019 0.0 0.0 0.0 -0.1074
```
Positions in Å, forces in eV/Å.

Entry 6:
The molecule C12H8F3N5O6S in a non-equilibrium geometry. Source: the OMol25 dataset; level of theory: the ωB97M-V functional and the def2-TZVPD basis.

Summary:
Highest occupied orbital energy (Ha): -0.2922
Gap between HOMO and LUMO (Eh): 0.242

Structure (XYZ):
```
35
Properties=species:S:1:pos:R:3:forces:R:3:mulliken_charge:R:1
O -1.12109 3.26165 1.50040 -0.1 0.0 0.4 -0.6312
S -1.41147 1.90069 1.85597 1.0 -0.7 -0.6 1.1750
O -0.78364 1.23018 2.98892 -0.4 0.4 -1.2 -0.6605
C -3.24153 1.97441 2.34117 0.1 0.2 0.0 0.7210
F -3.36327 2.80007 3.40658 0.1 -0.8 -1.0 -0.2059
F -3.95555 2.46621 1.31629 0.3 -0.3 0.6 -0.2160
F -3.69438 0.75951 2.67067 0.1 0.5 -0.2 -0.2271
C -1.16077 0.93167 0.34253 0.3 -1.1 2.1 -0.6660
C -0.44699 -0.45482 0.46290 -2.5 1.2 0.0 -0.4796
C -1.17271 -1.35529 -0.51354 0.9 -1.7 0.3 -0.3814
N -1.19418 -2.71362 -0.48547 0.7 0.4 -1.6 0.7465
O -0.78317 -3.59438 0.27748 -0.5 1.2 -0.6 -0.7446
O -1.66876 -3.12212 -1.82734 0.3 0.7 1.5 -0.2148
N -1.96675 -2.00329 -2.59081 0.2 1.9 3.1 -0.5254
C -1.76588 -0.94137 -1.71660 0.2 -1.5 -3.5 0.9398
C -1.93368 0.46211 -1.95087 0.3 1.1 0.6 -0.9479
N -2.21859 1.08471 -3.22341 -0.4 1.0 -1.0 0.9576
O -2.28346 0.44422 -4.29408 0.2 0.4 2.3 -0.6131
O -2.37695 2.33058 -3.19689 0.2 -1.6 0.0 -0.6437
C -1.75796 1.33244 -0.81839 -0.1 -0.9 -1.7 -0.0371
H -0.60462 -0.91203 1.41399 -0.2 0.1 1.0 0.7025
H -2.08751 2.35322 -0.94474 -0.2 0.1 0.1 0.6667
N 1.04988 -0.35455 0.42221 1.3 -0.4 -0.7 0.2860
C 1.73114 -1.22984 1.22566 0.2 0.3 -0.6 -0.1500
C 3.09314 -1.40095 1.13288 -0.1 -0.2 0.1 -0.7100
C 3.87634 -0.70638 0.17960 0.1 -0.4 -0.2 1.1571
N 5.20048 -1.01820 -0.04140 -1.0 0.5 0.3 -0.4574
C 3.15974 0.25594 -0.57675 -0.3 0.0 -0.2 -0.7539
C 1.78293 0.41665 -0.45293 0.2 -0.5 0.2 0.0474
H 1.12237 -1.82405 1.90827 0.2 0.2 -0.2 0.4034
H 3.54589 -2.15948 1.75742 0.0 0.1 0.1 0.3076
H 5.78144 -0.50914 -0.69527 -0.4 0.0 0.2 0.2087
H 5.69104 -1.68726 0.53606 -0.4 0.2 0.0 0.2067
H 3.69884 0.82614 -1.33369 -0.3 0.0 0.2 0.3180
H 1.25970 1.15638 -1.07682 0.0 -0.6 0.5 0.4214
```
Positions in Å, forces in eV/Å.

So what do the calculations give for E_tot? Going down the list: -41450.2637; -285970.5955; -101851.1346; -84100.1866; -384987.4640; -51287.4901 eV.